Molecular formula: C6H11N2O
Method: DFT, the ωB97M-V functional and the def2-TZVPD basis

The SMILES is CC[n+]1cc(C)[nH]c1O. As for the net charge: +1. The highest occupied orbital energy (alpha / beta) comes out at -12.45 / -12.45 eV. The LUMO energy (alpha / beta) is -3.943 / -3.944 eV. The calculation puts the energy above the lowest of the compared OMol25 structures with the same formula, charge and spin at 2.490 eV. Its largest force on an atom is 6.39 eV Å⁻¹.

Each line ends with the natural charge from an NBO analysis.
Positions of all 20 atoms, in Å:
C1 0.7037 -1.8429 -1.9408  -0.613
C2 -0.4793 -1.8369 -0.9755  -0.237
N1 -0.5065 -0.6982 -0.1232  -0.313
C3 -0.8303 0.5709 -0.3565  0.009
C4 -0.3555 1.4615 0.5722  0.084
C5 -0.6002 2.9213 0.6760  -0.645
N2 0.4629 0.8068 1.4761  -0.496
C6 0.6802 -0.4622 1.2535  0.725
O1 1.1716 -1.4615 1.8824  -0.609
H1 0.6851 -0.9673 -2.5846  0.216
H2 0.6543 -2.7313 -2.5630  0.239
H3 1.6419 -1.8586 -1.3920  0.215
H4 -0.4607 -2.7314 -0.3479  0.226
H5 -1.4194 -1.8252 -1.5364  0.234
H6 -1.4269 0.8432 -1.2111  0.249
H7 -1.6331 3.1182 0.9628  0.248
H8 0.0518 3.3762 1.4168  0.229
H9 -0.4263 3.4101 -0.2805  0.252
H10 0.9201 1.3357 2.2164  0.454
H11 1.1664 -1.4284 2.8554  0.532

Molecular formula: C6H11N2O
Method: DFT, the ωB97M-V functional and the def2-TZVPD basis

The SMILES is CCN=C=C(C)/[NH+]=C/O. As for the net charge: +1. The highest occupied orbital energy (alpha / beta) comes out at -12.01 / -12.01 eV. The LUMO energy (alpha / beta) is -4.250 / -4.250 eV. The calculation puts the energy above the lowest of the compared OMol25 structures with the same formula, charge and spin at 3.634 eV. Its largest force on an atom is 4.92 eV Å⁻¹.

Each line ends with the natural charge from an NBO analysis.
Positions of all 20 atoms, in Å:
C1 -2.5292 2.2532 -0.4910  -0.621
C2 -2.0517 1.3288 0.7406  -0.248
N1 -0.7067 0.9323 0.6053  -0.301
C3 -0.0227 -0.0136 0.5672  0.466
C4 1.0098 -0.9385 0.6115  -0.114
C5 1.8023 -1.2985 1.8850  -0.614
N2 1.4973 -1.5150 -0.4881  -0.419
C6 1.3631 -1.0914 -1.7130  0.458
O1 1.8098 -1.8258 -2.7425  -0.614
H1 -2.5691 1.6931 -1.4734  0.215
H2 -1.8442 3.1388 -0.7373  0.232
H3 -3.5910 2.6737 -0.2488  0.245
H4 -2.6980 0.4862 0.7958  0.212
H5 -2.1119 1.9556 1.5771  0.238
H6 1.5585 -2.2398 2.2538  0.228
H7 2.8238 -1.3270 1.7454  0.222
H8 1.3705 -0.6117 2.7124  0.251
H9 2.1604 -2.1893 -0.2857  0.436
H10 0.7245 -0.1911 -1.7819  0.197
H11 2.0047 -1.2201 -3.5324  0.531

Molecular formula: C6H11N2O
Method: DFT, the ωB97M-V functional and the def2-TZVPD basis

The SMILES is C[N+]1=C/OCCN/C=C\1. As for the net charge: +1. The highest occupied orbital energy comes out at -13.28 eV. The LUMO energy is -3.887 eV. The calculation puts the energy above the lowest of the compared OMol25 structures with the same formula, charge and spin at 2.972 eV. Its largest force on an atom is 3.40 eV Å⁻¹.

Each line ends with the natural charge from an NBO analysis.
Positions of all 20 atoms, in Å:
C1 -2.0497 1.6276 0.6065  -0.404
N1 -0.9315 0.6971 0.2595  -0.393
C2 -1.1757 -0.6053 0.1559  0.542
O1 -0.6912 -1.7359 0.6192  -0.392
C3 0.7439 -1.5708 0.9104  -0.107
C4 1.4866 -1.6351 -0.4018  -0.246
N2 0.8543 -0.6093 -1.2492  -0.598
C5 1.0669 0.7268 -1.0080  -0.018
C6 0.2806 1.2985 -0.0602  -0.054
H1 -2.2844 1.2720 1.6116  0.227
H2 -1.7533 2.6552 0.5595  0.241
H3 -2.9180 1.5250 -0.0469  0.238
H4 -2.1482 -0.7609 -0.1281  0.187
H5 0.9856 -2.3958 1.5984  0.243
H6 0.8733 -0.6249 1.4190  0.206
H7 2.5151 -1.4925 -0.1809  0.222
H8 1.3895 -2.5491 -0.9640  0.236
H9 0.9943 -0.8009 -2.2005  0.404
H10 1.7716 1.3316 -1.4789  0.225
H11 0.2785 2.3025 0.4249  0.241

Molecular formula: C6H11N2O3P
Method: DFT, the ωB97M-V functional and the def2-TZVPD basis

As for the net charge: 0. The highest occupied orbital energy (alpha / beta) comes out at -9.65 / -9.65 eV. The LUMO energy (alpha / beta) is -0.883 / -0.884 eV. The calculation puts the energy above the lowest of the compared OMol25 structures with the same formula, charge and spin at 4.154 eV. Its largest force on an atom is 3.63 eV Å⁻¹.

Each line ends with the natural charge from an NBO analysis.
Positions of all 23 atoms, in Å:
C1 -1.9791 0.7776 -0.4907  0.217
C2 -1.2816 -1.4206 0.2757  0.689
C3 -2.8127 1.6821 -0.1512  -0.436
C4 -1.9714 -0.6166 -0.7939  -0.638
C5 2.3922 -1.1020 -0.5900  -0.654
C6 2.7773 0.2547 0.0526  -0.069
N1 0.2339 1.1384 -1.2216  -0.966
N2 -0.2546 -0.7495 0.8096  -0.985
O1 -1.6795 -2.5089 0.6636  -0.597
O2 -0.4205 1.6988 1.4179  -0.984
O3 1.7498 0.7336 0.9140  -0.827
P1 0.2225 0.8183 0.2768  2.212
H1 -2.7047 2.7326 -0.0887  0.255
H2 -3.7897 1.2157 -0.0510  0.242
H3 -2.9580 -1.1404 -1.1911  0.267
H4 -1.3222 -0.7064 -1.5996  0.284
H5 3.1998 -1.3388 -1.3633  0.228
H6 2.3232 -1.8535 0.2600  0.201
H7 1.2806 -1.0703 -0.9610  0.235
H8 2.9746 0.9539 -0.7414  0.182
H9 3.6742 0.1680 0.6775  0.189
H10 0.3247 -1.1607 1.6613  0.446
H11 0.0211 1.4943 2.2345  0.507

Molecular formula: C6H11N2O4P
Method: DFT, the ωB97M-V functional and the def2-TZVPD basis

The SMILES is CO/C=C/[C@@H](O)CO.[H]/N=P/N=C=O. As for the net charge: 0. The highest occupied orbital energy comes out at -8.74 eV. The LUMO energy is 0.329 eV. The calculation puts the energy above the lowest of the compared OMol25 structures with the same formula, charge and spin at 2.999 eV. Its largest force on an atom is 2.55 eV Å⁻¹.

Each line ends with the natural charge from an NBO analysis.
Positions of all 24 atoms, in Å:
C1 0.3362 3.3186 -0.1175  -0.238
O1 1.1672 2.1950 0.0279  -0.509
C2 0.6634 1.0252 0.4593  0.177
C3 1.3049 -0.1098 0.1515  -0.353
C4 0.7309 -1.5123 0.2412  0.032
O2 -0.5485 -1.4758 -0.3295  -0.719
C5 1.4711 -2.6218 -0.5277  -0.077
O3 1.8023 -2.2931 -1.8758  -0.696
H1 0.8260 3.9750 -0.8525  0.199
H2 0.3214 3.9265 0.8090  0.176
H3 -0.6343 3.0081 -0.4145  0.176
H4 -0.3886 1.0415 0.8160  0.198
H5 2.3725 -0.1934 -0.0217  0.205
H6 0.6377 -1.6944 1.2682  0.182
H7 -0.7740 -2.4201 -0.4499  0.480
H8 2.2957 -2.8916 0.0929  0.167
H9 0.8323 -3.5500 -0.6114  0.169
H10 2.0648 -1.3744 -1.7786  0.470
H11 -2.4306 -1.0953 2.9759  0.375
N1 -2.2570 -0.3363 2.3009  -1.180
P1 -2.6407 -0.7958 0.8762  1.284
N2 -2.4640 0.6037 -0.0332  -0.934
C6 -2.3821 1.3060 -1.0256  0.912
O4 -2.3068 1.9646 -1.9814  -0.497

Molecular formula: C6H11N2O4S2
Method: DFT, the ωB97M-V functional and the def2-TZVPD basis

The SMILES is [H]/N=C(/C(O)(O)CS)[C@](N)(CS)C(=O)[O-]. As for the net charge: -1. The highest occupied orbital energy comes out at -4.81 eV. The LUMO energy is 2.973 eV. The calculation puts the energy above the lowest of the compared OMol25 structures with the same formula, charge and spin at 0.629 eV. Its largest force on an atom is 4.73 eV Å⁻¹.

Each line ends with the natural charge from an NBO analysis.
Positions of all 25 atoms, in Å:
H1 -1.6743 -1.7716 -0.5754  0.367
N1 -1.8290 -0.8223 -0.4085  -0.669
C1 -0.8054 -0.1198 -0.3068  0.306
C2 -0.9949 1.3460 0.2190  0.421
O1 -2.3816 1.6732 -0.0578  -0.740
O2 -0.2503 2.3058 -0.4917  -0.699
C3 -0.8025 1.5750 1.6971  -0.549
S1 0.8853 1.9536 2.2960  -0.102
C4 0.6078 -0.5604 -0.4129  -0.120
N2 1.7748 0.3101 -0.4668  -0.860
C5 0.7732 -1.7835 -1.3762  -0.510
S2 0.6499 -1.2310 -3.1310  -0.110
C6 0.8506 -1.4093 0.9651  0.775
O3 0.1907 -2.4470 1.0617  -0.756
O4 1.5699 -0.8872 1.8032  -0.736
H2 -2.8337 0.8302 0.0775  0.486
H3 0.0533 1.8922 -1.2727  0.481
H4 -1.2171 0.6899 2.3280  0.233
H5 -1.3340 2.4614 1.8482  0.233
H6 1.3801 0.8779 1.7409  0.169
H7 2.6526 -0.0895 -0.1364  0.384
H8 1.5379 1.0756 0.1187  0.378
H9 1.7757 -2.1388 -1.2442  0.222
H10 0.2065 -2.7202 -1.1298  0.263
H11 -0.7854 -1.0106 -3.1451  0.132

Molecular formula: C6H11N3
Method: DFT, the ωB97M-V functional and the def2-TZVPD basis

The SMILES is [H]/N=C(C)/C(C)=N\C=N\C. As for the net charge: 0. The highest occupied orbital energy comes out at -9.16 eV. The LUMO energy is 1.073 eV. The calculation puts the energy above the lowest of the compared OMol25 structures with the same formula, charge and spin at 1.364 eV. Its largest force on an atom is 1.48 eV Å⁻¹.

Each line ends with the natural charge from an NBO analysis.
Positions of all 20 atoms, in Å:
H1 -1.8405 -0.4591 2.2190  0.337
N1 -0.9015 -0.0916 2.0386  -0.607
C1 -0.7815 0.5060 0.9447  0.259
C2 -1.8399 0.7016 -0.1071  -0.695
C3 0.5444 1.0739 0.5810  0.321
C4 0.7872 2.5106 0.9176  -0.658
N2 1.4658 0.3950 0.0447  -0.447
C5 1.3724 -0.9005 -0.3603  0.263
N3 0.4680 -1.3322 -1.1258  -0.469
C6 0.5474 -2.6561 -1.6469  -0.422
H2 -1.7493 1.6801 -0.5720  0.220
H3 -2.8451 0.5869 0.3205  0.216
H4 -1.6911 -0.0539 -0.8827  0.269
H5 -0.1143 3.0872 0.7736  0.217
H6 1.5995 2.9155 0.3252  0.238
H7 1.0635 2.5609 1.9713  0.243
H8 2.2652 -1.5005 -0.0694  0.148
H9 1.4304 -3.2099 -1.2988  0.167
H10 -0.3602 -3.2058 -1.3552  0.200
H11 0.5796 -2.6081 -2.7182  0.201

Molecular formula: C6H11N3
Method: DFT, the ωB97M-V functional and the def2-TZVPD basis

As for the net charge: 0. The highest occupied orbital energy comes out at -8.68 eV. The LUMO energy is 0.937 eV. The calculation puts the energy above the lowest of the compared OMol25 structures with the same formula, charge and spin at 6.018 eV. Its largest force on an atom is 5.52 eV Å⁻¹.

Each line ends with the natural charge from an NBO analysis.
Positions of all 20 atoms, in Å:
C1 2.2671 -0.2506 -0.4633  -0.625
C2 0.8924 -0.3017 -0.1555  0.055
C3 0.1931 -0.2932 1.1052  -0.118
C4 -0.7987 0.7693 0.8370  -0.131
C5 -0.0677 0.7730 -0.9046  -0.076
C6 -1.5463 0.2992 -0.3795  -0.008
H1 2.4197 -0.4921 -1.5117  0.218
H2 2.5513 0.7616 -0.3859  0.220
H3 3.0970 -0.9291 0.0793  0.221
H4 0.7687 -2.1543 0.5350  0.349
H5 0.5852 -0.2975 2.1423  0.207
H6 -1.2199 1.1432 1.6843  0.188
H7 0.6709 2.2505 0.3846  0.349
H8 0.4134 0.8579 -1.8862  0.202
H9 -2.3582 1.0970 -0.5376  0.218
H10 -2.1270 -1.8665 0.3694  0.398
H11 -3.3072 -0.6971 -0.6753  0.348
N1 0.0558 -1.5122 0.2327  -0.580
N2 -0.2769 1.8773 0.1016  -0.582
N3 -2.2128 -1.0347 -0.5716  -0.852